# 1
Formula: C3H7N3
Source: the Open Molecules 2025 dataset
Level of theory: ωB97M-V/def2-TZVPD

Cartesian coordinates (Å):
C: 0.5195 -1.3657 1.3998
C: -0.1959 -1.0913 0.1281
C: 0.1241 0.3160 -0.4319
N: 0.9694 -1.5677 2.4508
N: 0.8971 1.1350 0.2585
N: -0.2011 0.6137 -1.7628
H: -0.1093 -1.9806 -0.5896
H: -1.2382 -1.2824 0.4181
H: -1.7471 0.8089 0.9371
H: 1.1505 0.8630 1.1225
H: 1.0579 2.1166 0.0926
H: -0.8450 -0.1056 -2.1733
H: -0.3819 1.5401 -1.8498

* net charge: 0
* HOMO-LUMO gap (spin up / spin down): 6.51 / 6.40 eV
* E_HOMO (spin up / spin down): -6.19 / -6.12 eV

How positive or negative is each atom? The Löwdin charges in e answer that: atom 1 (C): -0.253, atom 2 (C): -0.200, atom 3 (C): -0.440, atom 4 (N): 0.154, atom 5 (N): 0.158, atom 6 (N): 0.140, atom 7 (H): 0.139, atom 8 (H): 0.062, atom 9 (H): -0.143, atom 10 (H): 0.049, atom 11 (H): 0.140, atom 12 (H): 0.138, atom 13 (H): 0.055


# 2
Formula: CHO4PS
Source: the Open Molecules 2025 dataset
Level of theory: ωB97M-V/def2-TZVPD

Cartesian coordinates (Å):
O: -2.8357 0.8564 -1.4993
P: -1.6026 0.9291 -0.6724
O: -1.8218 1.6281 0.6286
O: -0.2959 1.1452 -1.4674
O: -1.5039 -0.8866 -0.2327
C: -0.4428 -0.9214 0.5606
S: 0.5491 -2.1888 0.6915
H: -0.3871 0.0394 1.0033

* SMILES string: O=P([O-])([O-])OC=S
* net charge: -2
* HOMO-LUMO gap: 5.49 eV
* E_HOMO: 0.06 eV

How positive or negative is each atom? The Löwdin charges in e answer that: atom 1 (O): -0.451, atom 2 (P): 0.037, atom 3 (O): -0.431, atom 4 (O): -0.461, atom 5 (O): -0.244, atom 6 (C): -0.909, atom 7 (S): 0.444, atom 8 (H): 0.014


# 3
Formula: C8H24LiN2O3
Source: the Open Molecules 2025 dataset
Level of theory: ωB97M-V/def2-TZVPD

Cartesian coordinates (Å):
Li: -0.0870 0.1014 -0.2688
O: -1.9079 0.5134 -1.1079
H: -2.0350 0.0496 -1.9355
H: -2.7289 0.9854 -0.9687
C: -1.4206 -2.7806 0.3356
C: 0.0922 -2.5673 0.4709
C: 0.7978 -2.5273 -0.9481
O: 0.2004 -1.5166 -1.7342
C: 0.2730 -1.5832 -3.1256
N: 0.2768 -1.3170 1.1523
H: -1.9976 -3.0006 1.2338
H: -1.5768 -3.6603 -0.2888
H: -1.8433 -1.8969 -0.1423
H: 0.5958 -3.3812 0.9926
H: 0.7339 -3.4889 -1.4574
H: 1.8443 -2.2287 -0.8866
H: -0.5288 -2.1960 -3.5374
H: 1.2642 -1.8901 -3.4596
H: 0.1317 -0.5405 -3.4097
H: 0.1139 -1.6293 2.0989
H: 1.2694 -1.2822 1.3355
C: 0.3500 3.3155 -0.4820
C: 1.3189 2.4012 0.2634
C: 0.7140 1.9477 1.6541
O: -0.5915 1.5232 1.4060
C: -1.3026 1.4102 2.6908
N: 1.6088 1.2353 -0.5260
H: 0.8785 3.5983 -1.3924
H: 0.1906 4.1854 0.1551
H: -0.6172 2.8737 -0.7218
H: 2.1732 3.0527 0.4475
H: 0.7883 2.7784 2.3558
H: 1.1580 1.1010 2.1776
H: -0.8809 0.5791 3.2559
H: -2.3643 1.2072 2.5512
H: -1.2340 2.3145 3.2955
H: 2.3518 0.7020 -0.0976
H: 1.9910 1.6112 -1.3820

* multiplicity: 2
* net charge: 0
* HOMO-LUMO gap (spin up / spin down): 1.96 / 9.91 eV
* E_HOMO (spin up / spin down): -2.26 / -10.10 eV

How positive or negative is each atom? The Löwdin charges in e answer that: atom 1 (Li): 0.252, atom 2 (O): -0.074, atom 3 (H): 0.050, atom 4 (H): 0.067, atom 5 (C): -0.060, atom 6 (C): -0.436, atom 7 (C): -0.174, atom 8 (O): -0.290, atom 9 (C): -0.100, atom 10 (N): -0.008, atom 11 (H): 0.075, atom 12 (H): 0.078, atom 13 (H): 0.054, atom 14 (H): 0.121, atom 15 (H): 0.124, atom 16 (H): 0.100, atom 17 (H): 0.094, atom 18 (H): 0.096, atom 19 (H): 0.088, atom 20 (H): 0.060, atom 21 (H): 0.004, atom 22 (C): -0.063, atom 23 (C): -0.429, atom 24 (C): -0.227, atom 25 (O): -0.272, atom 26 (C): -0.060, atom 27 (N): 0.002, atom 28 (H): 0.079, atom 29 (H): 0.087, atom 30 (H): 0.061, atom 31 (H): 0.130, atom 32 (H): 0.119, atom 33 (H): 0.093, atom 34 (H): 0.075, atom 35 (H): 0.084, atom 36 (H): 0.086, atom 37 (H): 0.034, atom 38 (H): 0.078


# 4
Formula: C18H52BN3O5
Source: the Open Molecules 2025 dataset
Level of theory: ωB97M-V/def2-TZVPD

Cartesian coordinates (Å):
O: 1.4666 -0.7413 1.1815
H: 1.4969 -1.7493 1.1676
H: 2.1891 -0.3936 1.7706
H: 1.6807 -0.3760 0.2303
B: 2.9209 0.4098 -1.0172
H: 2.9609 0.9546 -2.0694
H: 2.6640 1.1255 -0.1010
H: 2.0509 -0.4198 -1.1139
H: 3.9638 -0.1428 -0.8606
C: 4.5754 -0.1168 2.2450
O: 3.3630 0.5916 2.5166
H: 5.3069 0.6341 1.9153
H: 5.0305 -0.6403 3.0865
H: 4.4943 -0.7203 1.3441
H: 3.5241 1.1273 3.2973
C: 0.3984 -3.9564 2.4683
C: 1.5271 -4.2559 1.4947
C: 1.0744 -4.3256 0.0448
O: 0.8084 -2.9958 -0.3313
C: 0.3189 -2.8434 -1.6605
N: 2.6035 -3.1991 1.7053
H: -0.2644 -3.1663 2.0961
H: 0.6914 -3.5634 3.4478
H: -0.2163 -4.8274 2.7017
H: 2.0033 -5.1701 1.8651
H: 0.0962 -4.8183 0.0291
H: 1.8461 -4.8303 -0.5413
H: 1.0798 -3.1091 -2.3960
H: 0.0701 -1.7900 -1.7681
H: -0.5910 -3.4424 -1.7737
H: 2.8491 -3.3132 2.6845
H: 3.4088 -3.5439 1.1862
C: -1.3813 -0.5518 3.9840
C: -1.2155 0.8389 3.3797
C: -2.2947 1.7878 3.9147
O: -2.4787 2.9316 3.1165
C: -1.4730 3.9156 3.2125
N: 0.1292 1.3725 3.7299
H: -2.3853 -0.9000 3.7172
H: -1.3463 -0.5295 5.0778
H: -0.6298 -1.2730 3.6635
H: -1.3330 0.7809 2.2963
H: -2.0187 2.0895 4.9360
H: -3.2553 1.2756 3.9656
H: -1.0912 4.0681 4.2281
H: -1.8917 4.8551 2.8544
H: -0.6335 3.6537 2.5625
H: 0.7229 0.5891 3.9571
H: 0.0432 2.0308 4.4889
C: -2.3614 3.0943 -2.2173
C: -1.7379 1.7543 -1.7777
C: -2.8480 0.6634 -1.8952
C: -3.1065 0.0841 -3.2887
C: -1.7819 -0.3548 -3.9178
C: -0.7652 0.8002 -3.9491
N: -0.6255 1.2561 -2.5735
O: 0.5333 2.0628 -2.4224
C: 0.5656 0.2353 -4.4447
C: -1.2163 1.8490 -4.9899
C: -1.3122 1.8490 -0.3193
H: -1.5643 3.8394 -2.1036
H: -3.0526 3.3800 -1.4202
H: -2.8262 3.0994 -3.1916
H: -2.6479 -0.1092 -1.1505
H: -3.7940 1.1663 -1.6660
H: -3.6069 0.8141 -3.9286
H: -3.7620 -0.7841 -3.1988
H: -1.7819 -0.7023 -4.9560
H: -1.4504 -1.1990 -3.3055
H: 1.2932 1.0388 -4.5475
H: 0.9945 -0.4625 -3.7238
H: 0.4271 -0.2659 -5.4029
H: -2.1557 2.3789 -4.8176
H: -0.4961 2.6688 -4.9970
H: -1.3972 1.2930 -5.9112
H: -0.9472 0.8964 0.0659
H: -2.1254 2.2903 0.2539
H: -0.4444 2.5116 -0.2512
H: 1.1341 1.5256 -1.8823

* net charge: 0
* HOMO-LUMO gap: 7.68 eV
* E_HOMO: -7.47 eV

How positive or negative is each atom? The Löwdin charges in e answer that: atom 1 (O): 0.099, atom 2 (H): 0.088, atom 3 (H): 0.073, atom 4 (H): 0.041, atom 5 (B): -0.369, atom 6 (H): -0.019, atom 7 (H): -0.009, atom 8 (H): -0.025, atom 9 (H): -0.028, atom 10 (C): -0.132, atom 11 (O): -0.140, atom 12 (H): 0.092, atom 13 (H): 0.081, atom 14 (H): 0.059, atom 15 (H): 0.100, atom 16 (C): -0.070, atom 17 (C): -0.383, atom 18 (C): -0.190, atom 19 (O): -0.231, atom 20 (C): -0.069, atom 21 (N): 0.041, atom 22 (H): 0.076, atom 23 (H): 0.076, atom 24 (H): 0.084, atom 25 (H): 0.134, atom 26 (H): 0.133, atom 27 (H): 0.133, atom 28 (H): 0.101, atom 29 (H): 0.065, atom 30 (H): 0.094, atom 31 (H): 0.085, atom 32 (H): 0.097, atom 33 (C): -0.066, atom 34 (C): -0.406, atom 35 (C): -0.209, atom 36 (O): -0.180, atom 37 (C): -0.117, atom 38 (N): 0.051, atom 39 (H): 0.082, atom 40 (H): 0.084, atom 41 (H): 0.050, atom 42 (H): 0.113, atom 43 (H): 0.126, atom 44 (H): 0.125, atom 45 (H): 0.084, atom 46 (H): 0.088, atom 47 (H): 0.081, atom 48 (H): 0.050, atom 49 (H): 0.052, atom 50 (C): -0.024, atom 51 (C): -0.512, atom 52 (C): -0.126, atom 53 (C): -0.172, atom 54 (C): -0.142, atom 55 (C): -0.522, atom 56 (N): -0.089, atom 57 (O): -0.039, atom 58 (C): -0.030, atom 59 (C): -0.024, atom 60 (C): -0.033, atom 61 (H): 0.091, atom 62 (H): 0.079, atom 63 (H): 0.058, atom 64 (H): 0.112, atom 65 (H): 0.115, atom 66 (H): 0.104, atom 67 (H): 0.107, atom 68 (H): 0.114, atom 69 (H): 0.099, atom 70 (H): 0.085, atom 71 (H): 0.076, atom 72 (H): 0.085, atom 73 (H): 0.052, atom 74 (H): 0.093, atom 75 (H): 0.085, atom 76 (H): 0.073, atom 77 (H): 0.084, atom 78 (H): 0.090, atom 79 (H): 0.021